The following is a quantum chemistry calculation of 5 unconnected molecules or ions with the total composition C28H29BN3O17, from the Open Molecules 2025 dataset.

Geometry as XYZ:
```
78
Properties=species:S:1:pos:R:3:forces:R:3
N 0.407 -3.527 2.822 1.3987 1.1148 -1.8355
B 0.459 -2.419 1.829 -0.7415 0.9378 1.4771
O 0.062 -1.085 2.270 0.8634 -3.0544 -4.0830
C 0.921 -2.538 0.271 1.6503 0.3087 0.9982
C 1.827 -3.771 -0.215 -2.8278 -0.4148 -3.0110
N 3.283 -3.336 -0.354 -0.5592 -0.3239 0.9617
C 3.434 -2.024 0.400 1.5043 2.3003 -0.9815
N 3.858 -2.117 1.815 -1.1836 -0.9494 -0.8232
C 2.017 -1.335 0.061 -0.6707 -0.6752 -1.3526
H 1.031 -3.292 3.617 -1.0066 -0.4375 -0.3508
H 0.698 -4.409 2.378 -0.0775 0.4133 0.7487
H -0.918 -1.095 2.265 0.6823 0.3317 0.2592
H 0.005 -2.431 -0.394 1.3622 -0.0027 0.6138
H 1.612 -4.826 0.149 0.8979 1.5407 0.2310
H 1.534 -3.849 -1.331 0.2882 -0.2485 1.6623
H 3.946 -4.097 -0.102 -0.3837 0.7720 -0.1797
H 3.396 -3.084 -1.356 0.2678 -0.3761 0.9029
H 4.324 -1.546 -0.162 -1.6567 -0.2420 0.5133
H 4.364 -1.285 2.131 -0.2263 -0.6131 -0.3647
H 4.354 -2.989 2.027 -0.0885 0.7570 -0.0210
H 1.777 -0.327 0.528 0.4366 -1.6376 -0.1198
H 1.912 -1.165 -1.079 0.9135 0.0088 1.5378
C -2.552 -0.103 4.732 -0.2529 0.0777 0.0547
C -1.305 -0.320 5.156 0.5806 -0.4663 -0.8772
C -0.904 -0.039 6.566 -0.0558 0.2861 0.8503
O 0.240 -0.267 6.922 -0.0894 -0.0954 -0.4514
C -1.915 0.511 7.472 0.4294 -0.1496 -0.0924
C -3.162 0.731 7.047 -0.4813 0.4962 1.2036
C -3.570 0.425 5.646 -0.1657 -0.1456 -0.7162
O -4.721 0.621 5.297 0.1989 0.0652 0.3472
O -4.110 1.242 7.874 0.4639 -0.4961 -1.2108
O -0.345 -0.808 4.318 -1.2817 0.8937 3.8423
H -2.857 -0.304 3.714 -0.0359 0.0200 0.0244
H -1.607 0.726 8.487 -0.0246 -0.0089 -0.0261
H -4.921 1.305 7.333 0.0363 0.0212 0.1397
H 0.462 -0.874 4.866 -0.0978 0.0831 -0.0286
C -2.276 1.372 0.156 0.0818 0.1576 0.0305
C -2.898 0.194 0.204 0.6320 -0.0108 0.7708
C -3.918 -0.190 -0.811 -0.6113 0.0057 -0.7004
O -4.449 -1.285 -0.742 0.3863 0.0293 0.3463
C -4.243 0.780 -1.857 -0.1985 -0.2060 0.3618
C -3.624 1.961 -1.906 -0.9784 0.3471 -0.7914
C -2.585 2.335 -0.908 0.3798 0.2264 0.3615
O -2.027 3.414 -0.994 -0.2360 -0.2146 -0.2207
O -3.918 2.871 -2.874 0.8226 -0.4419 0.8967
O -2.622 -0.713 1.184 -0.6032 -0.0069 -0.7955
H -1.531 1.661 0.886 -0.0415 0.0101 0.0133
H -4.998 0.495 -2.578 0.0279 -0.0005 0.0127
H -3.339 3.638 -2.694 -0.1305 -0.0112 -0.0373
H -3.198 -1.482 0.998 -0.0490 0.1059 0.0320
C -0.108 -0.864 -3.743 -0.2441 0.1662 0.0596
C 0.504 -1.451 -4.771 0.5409 -0.7720 0.7818
C 0.266 -1.006 -6.174 -0.3107 0.4247 -0.8241
O 0.858 -1.554 -7.086 0.1000 -0.1753 0.5089
C -0.688 0.085 -6.397 0.2995 -0.3227 -0.0608
C -1.304 0.671 -5.366 -0.7332 0.9484 -0.7358
C -1.044 0.243 -3.963 0.1257 -0.2268 0.5611
O -1.610 0.810 -3.045 0.2731 -0.2189 -0.5373
O -2.193 1.682 -5.556 0.7942 -0.9474 0.8558
O 1.375 -2.482 -4.583 -0.4836 0.7332 -0.6087
H 0.058 -1.176 -2.720 -0.0209 0.0275 -0.0058
H -0.866 0.387 -7.420 0.0072 -0.0040 0.0347
H -2.498 1.935 -4.662 -0.1355 0.1075 -0.1838
H 1.681 -2.729 -5.478 -0.0271 0.0052 0.0650
C 2.798 3.200 -2.872 -0.4175 -0.3496 0.0089
C 3.700 3.889 -2.168 0.7466 0.6120 -1.1278
C 3.698 3.876 -0.677 -0.0288 0.0477 0.7424
O 4.546 4.500 -0.068 -0.0774 -0.0940 -0.4178
C 2.652 3.102 0.002 0.2555 0.0780 0.0476
C 1.750 2.417 -0.703 -0.5512 -0.3160 0.9977
C 1.769 2.408 -2.192 0.2648 0.3200 -0.8623
O 0.938 1.754 -2.801 0.2364 -0.0037 0.5101
O 0.772 1.695 -0.089 0.6548 0.2701 -1.0099
O 4.658 4.629 -2.783 -0.7046 -0.5915 1.1352
H 2.790 3.199 -3.954 0.0049 0.0191 0.0339
H 2.650 3.114 1.084 -0.0251 0.0339 -0.0214
H 0.251 1.295 -0.814 -0.1030 0.1172 0.0790
H 5.183 5.027 -2.061 0.0101 0.0299 -0.1494
```
Forces are in eV/Å.

E_HOMO = -11.34 eV
E_LUMO = -3.9 eV
E = -69451.908 eV
gap between HOMO and LUMO = 7.5 eV
net charge = +1

Atom charges from the Mulliken analysis, given in e for atoms 1 to 4: -0.558, 0.829, -0.990, 0.306

---

The following is a quantum chemistry calculation of a molecular structure, C28H29BiN2O6S, from the Open Molecules 2025 dataset.

Geometry as XYZ:
```
67
Properties=species:S:1:pos:R:3:forces:R:3
Bi -9.299 -16.804 -0.882 -0.6835 0.1551 0.0010
C -4.834 -17.609 -1.785 0.6153 -0.1553 -0.3356
C -6.076 -17.205 -1.026 -0.0342 0.2166 0.1810
O -7.209 -17.598 -1.508 0.8734 0.4490 0.7161
C -5.840 -16.398 0.111 -0.8661 -0.0209 -1.0239
C -6.831 -15.994 1.022 -2.4081 -0.9763 0.0116
C -6.470 -15.024 2.096 0.4819 -0.1014 0.7059
N -8.147 -16.482 1.006 3.6950 0.7712 -0.9343
N -8.872 -16.193 2.102 -2.7248 -0.1139 1.2359
C -10.151 -16.560 1.978 1.9515 0.6390 1.2155
O -10.635 -17.100 0.924 -0.1200 -0.2773 -1.5303
C -11.114 -16.280 3.098 0.3697 0.6988 0.1282
C -12.453 -16.648 2.948 0.2194 -0.3157 -0.7491
C -13.420 -16.164 3.804 -0.2343 0.3332 0.3336
C -13.028 -15.306 4.836 -1.5261 -0.1209 -0.0345
C -11.722 -14.931 5.005 0.5115 0.2379 0.6060
C -10.750 -15.438 4.170 0.4280 -0.4817 -0.5993
H -3.936 -17.604 -1.112 -0.8936 -0.4141 -0.5630
H -4.581 -16.836 -2.551 -0.4828 -0.6290 0.2831
H -5.025 -18.597 -2.276 0.4365 0.8991 0.3841
H -4.839 -15.956 0.158 -0.5104 -0.2713 0.3461
H -6.012 -15.534 2.965 -0.5331 0.0152 -0.2259
H -7.339 -14.454 2.435 0.2419 -0.1664 -0.0541
H -5.669 -14.371 1.758 -0.0704 0.1626 -0.2877
H -12.724 -17.295 2.107 0.1313 0.3069 0.3078
H -14.482 -16.386 3.619 0.5977 -0.0233 0.3015
H -13.780 -14.913 5.522 0.1039 -0.0511 -0.2264
H -11.476 -14.225 5.808 0.0584 -0.4024 -0.3166
H -9.701 -15.199 4.335 -0.2255 0.0657 -0.2773
C -13.521 -18.869 -2.458 -0.4114 -0.5073 -0.1938
C -12.104 -18.281 -2.474 -1.9869 -0.5037 0.3313
C -11.645 -18.122 -3.894 0.0019 0.0400 -1.1834
O -12.093 -16.979 -1.869 -0.5058 0.6356 0.6217
C -11.198 -19.236 -1.667 1.2199 0.5043 0.1784
O -11.541 -20.319 -1.255 0.0874 0.5734 -0.3028
O -9.961 -18.734 -1.544 -0.3988 -0.7307 0.3368
H -14.255 -18.273 -3.054 0.6555 -0.2614 0.5094
H -13.875 -19.022 -1.423 0.0836 0.2634 -0.3746
H -13.481 -19.892 -2.885 -0.0445 0.6336 0.1552
H -12.396 -17.541 -4.504 0.6588 -0.6626 0.6865
H -11.478 -19.119 -4.353 -0.1585 0.5823 0.1686
H -10.703 -17.577 -3.938 0.0791 -0.0243 0.0215
H -12.925 -16.779 -1.370 1.1684 -0.6543 -0.6351
O -10.212 -14.137 -0.615 -0.9953 1.2313 0.5574
S -11.386 -13.351 0.005 0.8396 -2.9000 0.0285
C -12.539 -13.067 -1.303 0.0476 0.6630 0.2127
C -13.890 -13.063 -1.029 -0.9289 0.0202 -0.5854
C -14.820 -12.835 -2.061 0.3166 -0.2355 0.6878
C -14.347 -12.571 -3.324 -0.2916 0.1785 -0.4283
C -12.990 -12.505 -3.564 0.9188 -0.5755 -0.0245
C -12.064 -12.799 -2.560 -0.5502 0.6918 -1.0100
C -10.842 -11.779 0.512 0.3303 1.6106 0.1964
C -11.803 -10.882 0.995 0.6675 -0.5339 0.1458
C -11.372 -9.792 1.739 -0.1004 0.4201 -0.2979
C -10.025 -9.448 1.855 0.0481 -1.1366 -0.4168
C -9.081 -10.337 1.294 -0.1942 1.0480 0.2602
C -9.480 -11.504 0.662 -0.7382 -0.5050 -0.0751
H -14.233 -13.234 -0.033 -0.1739 -0.2197 0.5532
H -15.897 -12.883 -1.913 0.2896 0.0157 0.3071
H -15.046 -12.406 -4.141 0.1129 0.0137 0.1222
H -12.639 -12.314 -4.565 0.0850 0.1535 -0.1175
H -11.005 -12.737 -2.732 0.2809 -0.1679 -0.1422
H -12.850 -11.097 0.822 -0.0530 0.1350 0.2543
H -12.107 -9.164 2.210 -0.2468 0.2342 -0.0143
H -9.759 -8.527 2.381 0.1370 -0.4772 -0.2174
H -8.033 -10.068 1.334 0.0249 -0.1915 0.0770
H -8.808 -12.267 0.292 0.3226 0.2093 0.0074
```
Forces are in eV/Å.

E_HOMO = -6.97 eV
E_LUMO = 0.2 eV
E = -61445.724 eV
gap between HOMO and LUMO = 7.2 eV

Atom charges from the Mulliken analysis, given in e for atoms 1 to 4: 1.610, -1.278, 1.021, -0.659

---

The following is a quantum chemistry calculation of a molecular structure, C28H29CeClPSi, from the Open Molecules 2025 dataset.

Geometry as XYZ:
```
61
Properties=species:S:1:pos:R:3:forces:R:3
C -1.222 -1.592 2.409 -0.4043 0.6213 0.5939
C -1.013 -2.118 1.137 1.8114 -0.6865 -1.2833
C 0.414 -2.137 0.856 -2.1977 -0.9955 -0.6936
H -1.790 -2.433 0.429 0.3973 0.2342 0.3820
C 1.099 -1.654 1.989 0.2648 0.8303 0.1517
C 0.116 -1.477 3.137 0.0387 -1.4338 -1.1834
H 0.206 -2.321 3.841 0.2000 0.6082 0.6906
H -2.170 -1.360 2.908 0.3948 -0.4447 -0.2072
H 0.855 -2.434 -0.093 -0.1228 -0.0704 0.2412
H 2.155 -1.390 2.081 -0.2989 -0.5245 -0.0128
Ce -0.019 0.327 1.209 -0.6919 0.6459 -0.5057
Cl 2.200 1.501 0.733 0.9325 0.5307 -0.2002
P 0.097 0.345 -2.201 -0.1713 0.1839 -0.6280
C 1.193 -0.724 -3.228 0.4343 -0.4071 0.1186
C 0.765 -1.426 -4.370 0.2521 0.1362 0.1879
H -0.280 -1.387 -4.682 0.3122 0.0160 0.1089
C 1.679 -2.175 -5.120 0.0591 0.1074 0.2233
H 1.333 -2.706 -6.009 0.1304 0.1349 0.2791
C 3.021 -2.239 -4.734 -0.1526 0.1890 0.1535
H 3.731 -2.826 -5.320 -0.2077 0.1922 0.1791
C 3.452 -1.550 -3.592 -0.1384 -0.0331 -0.1068
H 4.502 -1.589 -3.296 -0.3107 -0.0283 -0.0576
C 2.545 -0.810 -2.832 -0.3667 -0.0633 -0.2907
H 2.872 -0.282 -1.931 -0.0416 -0.1377 -0.2573
C -1.542 -0.087 -2.923 -0.3590 -0.0470 0.0551
C -2.177 -1.232 -2.401 -0.0255 0.3392 -0.3078
H -1.683 -1.811 -1.615 -0.1611 0.2054 -0.2797
C -3.419 -1.629 -2.896 -0.0063 0.1084 -0.1374
H -3.902 -2.518 -2.487 0.1053 0.2491 -0.1331
C -4.041 -0.893 -3.914 0.2288 0.0266 0.1155
H -5.014 -1.207 -4.297 0.2948 0.0886 0.1097
C -3.415 0.242 -4.435 0.1216 -0.1017 0.2100
H -3.886 0.817 -5.234 0.0894 -0.1776 0.2426
C -2.173 0.654 -3.937 -0.0952 -0.3337 0.1540
H -1.697 1.547 -4.345 -0.1182 -0.2878 0.1396
C 0.403 1.986 -2.992 0.0832 0.4408 0.1348
C 1.114 2.168 -4.192 -0.2346 0.1764 0.2275
H 1.548 1.311 -4.712 -0.1602 0.2359 0.1801
C 1.266 3.450 -4.734 -0.0992 -0.0292 0.2335
H 1.807 3.573 -5.674 -0.1403 -0.0094 0.2958
C 0.729 4.561 -4.078 -0.0694 -0.2690 0.1008
H 0.853 5.560 -4.500 -0.0376 -0.3079 0.1328
C 0.034 4.388 -2.874 0.0091 -0.0617 -0.0956
H -0.392 5.251 -2.359 0.1604 -0.2194 -0.1472
C -0.124 3.115 -2.329 0.2893 -0.2419 -0.4799
H -0.661 2.982 -1.386 0.1632 0.0766 -0.2594
C 1.511 -0.778 7.314 0.0937 0.2377 -0.1713
Si 0.048 0.285 6.786 0.0307 -0.1859 0.6346
C -1.480 -0.737 7.251 -0.1833 0.0966 -0.3648
C -0.005 2.001 7.541 0.0832 0.1860 0.0741
C 0.270 0.408 4.951 -0.3137 -1.1403 -1.9014
C 0.279 -0.193 3.862 -0.2024 1.2376 3.5944
H 1.595 -0.880 8.406 -0.0226 0.0308 -0.2980
H 2.432 -0.331 6.912 -0.1214 -0.2300 0.2196
H 1.390 -1.780 6.870 0.0859 0.3504 0.1712
H -1.575 -0.839 8.345 0.1558 0.1164 -0.3321
H -2.416 -0.298 6.875 0.2456 -0.1336 0.1094
H -1.390 -1.753 6.831 -0.0347 0.3565 0.1149
H 0.881 2.559 7.203 -0.2516 -0.0672 0.0897
H -0.900 2.547 7.205 0.2650 -0.1565 0.0275
H -0.009 2.017 8.642 0.0083 -0.1644 -0.3430
```
Forces are in eV/Å.

E_HOMO (alpha / beta) = -5.44 / -5.45 eV
E_LUMO (alpha / beta) = -0.1 / -0.1 eV
E = -72122.174 eV
gap between HOMO and LUMO (alpha / beta) = 5.3 / 5.3 eV
2S+1 = 2

Atom charges from the Mulliken analysis, given in e for atoms 1 to 4: -1.203, -0.566, -0.279, 0.520

---

The following is a quantum chemistry calculation of a molecular structure, C28H29ClN6O5PPt, from the Open Molecules 2025 dataset.

Geometry as XYZ:
```
71
Properties=species:S:1:pos:R:3:forces:R:3
Pt 0.252 -1.104 0.329 -1.5084 -0.6735 -0.6577
N 0.790 1.949 0.170 -0.3167 -0.0270 0.0936
P -0.668 1.085 -0.027 0.6882 -0.3194 -0.0715
C -1.866 2.178 0.796 -0.0643 -0.0812 0.1138
C -1.907 3.518 0.398 0.0917 0.0284 0.0201
C -2.775 4.407 1.003 -0.0070 -0.0221 -0.0100
C -3.640 3.964 1.997 -0.0225 -0.0231 0.0150
C -3.640 2.630 2.367 -0.0002 0.0071 -0.0180
C -2.756 1.741 1.769 -0.1412 -0.0667 -0.0198
C -1.101 1.402 -1.765 0.0181 -0.0003 -0.0141
C -2.377 1.060 -2.210 -0.0638 0.0141 0.0306
C -2.733 1.267 -3.532 0.0070 0.0153 -0.0278
C -1.820 1.822 -4.419 0.0024 0.0107 -0.0074
C -0.553 2.175 -3.979 -0.0376 0.0046 -0.0153
C -0.192 1.967 -2.654 0.0187 -0.1009 -0.0159
C 2.042 1.419 0.469 0.1431 -0.0533 0.2297
C 3.168 2.246 0.511 -0.1374 -0.0212 -0.0358
C 4.390 1.677 0.795 -0.0013 -0.0361 0.0109
C 4.475 0.307 1.032 0.0233 -0.0006 -0.0035
C 3.314 -0.428 0.978 -0.0279 0.1569 0.0280
N 2.122 0.123 0.719 0.9081 0.1451 0.2093
H 0.763 2.956 0.111 -0.0244 0.0047 -0.0040
H -1.274 3.868 -0.410 0.0150 0.0084 0.0035
H -2.791 5.442 0.691 -0.0001 0.0000 -0.0104
H -4.328 4.656 2.463 0.0061 0.0044 0.0076
H -4.334 2.271 3.115 -0.0033 0.0057 0.0039
H -2.809 0.696 2.043 0.0055 -0.0267 -0.0510
H -3.098 0.629 -1.526 0.0132 0.0061 0.0294
H -3.724 0.998 -3.871 -0.0157 0.0069 0.0054
H -2.100 1.988 -5.451 -0.0032 0.0029 0.0012
H 0.155 2.618 -4.668 0.0166 0.0076 0.0097
H 0.808 2.218 -2.323 0.0135 0.0134 0.0215
H 3.069 3.305 0.312 0.0256 0.0270 0.0078
H 5.277 2.296 0.828 0.0049 0.0045 -0.0017
H 5.416 -0.176 1.246 0.0226 0.0138 -0.0059
H 3.312 -1.499 1.134 0.0437 -0.0133 -0.0049
C 0.081 -2.172 6.612 0.0032 -0.0308 0.0430
C 0.144 -1.890 5.145 0.0267 -0.0182 -0.0524
C 1.003 -2.579 4.298 -0.0473 0.0475 0.0033
C 1.026 -2.298 2.947 0.0468 -0.0227 -0.0911
N 0.237 -1.368 2.394 -0.0641 0.4175 -0.2517
C -0.584 -0.686 3.205 0.0074 0.0499 0.0243
C -0.660 -0.915 4.559 0.0269 -0.0118 -0.0587
H 0.694 -3.030 6.878 0.0033 0.0008 0.0040
H -0.946 -2.371 6.919 -0.0044 0.0061 0.0055
H 0.432 -1.310 7.181 -0.0032 0.0099 -0.0032
H 1.655 -3.352 4.678 0.0005 -0.0119 -0.0052
H 1.670 -2.844 2.276 0.0192 -0.0134 -0.0094
H -1.189 0.064 2.731 0.0103 0.0517 0.0562
H -1.351 -0.331 5.153 -0.0060 0.0087 0.0055
C 2.582 -0.469 -4.492 -0.0083 0.0304 -0.0126
N 1.363 -0.932 -3.835 -0.0315 -0.1240 -0.0206
C 0.355 -1.496 -4.532 -0.0454 0.0763 0.0129
C -0.765 -1.917 -3.920 0.0638 0.0419 0.1138
C -0.844 -1.788 -2.501 0.1870 0.1194 -0.0251
N 0.172 -1.265 -1.791 0.3205 0.1107 0.2472
C 1.300 -0.785 -2.453 0.1668 -0.0108 0.0499
O 2.214 -0.235 -1.876 -0.1199 -0.0729 -0.2007
N -1.974 -2.154 -1.903 0.0455 -0.2271 0.3735
H 2.407 -0.450 -5.564 0.0188 -0.0191 -0.0011
H 3.410 -1.136 -4.262 0.0145 0.0301 0.0149
H 2.826 0.529 -4.137 0.0079 -0.0116 -0.0135
H 0.498 -1.573 -5.601 -0.0043 -0.0144 -0.0039
H -1.578 -2.359 -4.472 -0.0116 -0.0157 -0.0014
H -2.638 -2.668 -2.458 -0.0108 -0.0283 0.0455
H -1.943 -2.384 -0.918 0.0426 -0.0262 0.2073
O 0.588 -5.326 1.223 0.4126 -0.3861 0.1117
Cl 0.310 -4.342 0.243 -1.0386 0.3295 0.6407
O -0.888 -3.600 0.669 0.1356 0.0454 -0.4847
O 0.126 -4.885 -1.056 0.0376 0.0270 -0.3039
O 1.403 -3.350 0.221 0.1054 0.6200 -0.2863
```
Forces are in eV/Å.

E_HOMO (alpha / beta) = -10.42 / -10.22 eV
E_LUMO (alpha / beta) = -3.3 / -3.2 eV
E = -73732.507 eV
gap between HOMO and LUMO (alpha / beta) = 7.2 / 7.0 eV
net charge = +1

Atom charges from the Mulliken analysis, given in e for atoms 1 to 4: 1.675, 0.100, 0.125, 0.818